[1]
{
  "formula": "C5H7NO2",
  "method": "the ωB97M-V functional and the def2-TZVPD basis",
  "species": ["C", "N", "O", "H", "C", "C", "C", "C", "O", "H", "H", "H", "H", "H", "H"],
  "coordinates": [[-0.818, -0.085, -2.330], [-0.784, 1.007, -1.959], [-0.830, 2.096, -1.476], [-1.075, -0.850, -2.896], [-0.793, 0.212, 1.454], [0.232, -0.540, 0.675], [1.667, 0.052, 0.640], [-0.112, -1.487, -0.210], [-0.411, -2.460, -0.777], [-0.495, 0.316, 2.433], [-1.779, -0.187, 1.456], [-0.657, 1.246, 1.114], [1.609, 0.877, 1.311], [1.844, 0.519, -0.319], [2.400, -0.716, 0.885]],
  "atomic_forces_ev_per_a": [[0.945, 3.587, 1.589], [-0.771, -0.573, -0.193], [0.486, 0.550, 0.240], [-0.794, -3.248, -2.133], [0.724, 0.949, -1.758], [0.649, -1.376, -1.672], [-1.650, -0.841, -0.574], [0.473, 0.632, 2.633], [-0.039, -0.023, -0.659], [0.796, -0.335, 2.605], [-0.814, -0.019, -0.410], [-1.102, 0.051, -0.273], [0.537, 0.393, 0.920], [0.366, -0.151, -0.399], [0.193, 0.404, 0.083]],
  "lowdin_charge": [0.15, -0.19, 0.03, 0.05, -0.06, -0.31, -0.03, -0.21, 0.15, 0.05, 0.08, 0.08, 0.06, 0.07, 0.08],
  "e_above_lowest_ev": 4.894,
  "total_energy_ha": -399.78570,
  "homo_lumo_gap_ev": 8.997
}



[2]
{
  "formula": "C5H7NO2",
  "method": "the ωB97M-V functional and the def2-TZVPD basis",
  "species": ["C", "N", "O", "C", "C", "O", "C", "C", "H", "H", "H", "H", "H", "H", "H"],
  "coordinates": [[-0.606, 1.676, -0.128], [-0.446, 1.315, -1.290], [-0.074, -0.027, -1.880], [0.788, -1.218, -1.133], [0.191, -1.324, 0.140], [0.775, -1.559, 1.457], [0.398, -0.125, 0.998], [-0.616, 0.818, 1.110], [-1.068, 2.621, 0.253], [0.795, -1.919, -1.995], [1.789, -0.729, -1.058], [-0.948, -1.668, 0.150], [1.136, 0.421, 0.664], [-1.535, 0.173, 0.828], [-0.581, 1.546, 1.883]],
  "atomic_forces_ev_per_a": [[-0.782, -0.860, 3.310], [0.874, -0.933, -4.386], [0.306, 0.321, 2.408], [1.556, 3.232, -3.666], [-4.151, -0.334, 3.604], [-0.707, 2.485, -1.304], [0.459, -6.401, -0.573], [-4.636, -0.536, -0.469], [0.597, -0.010, -1.891], [-0.393, 0.034, 1.086], [-0.515, -0.726, -0.077], [2.448, 0.489, -0.241], [5.418, 1.646, -1.075], [0.119, 1.728, 1.797], [-0.593, -0.133, 1.475]],
  "lowdin_charge": [-0.19, 0.08, -0.15, -0.04, -0.31, 0.03, -0.24, -0.15, 0.14, 0.13, 0.14, 0.19, 0.09, 0.17, 0.11],
  "e_above_lowest_ev": 7.607,
  "total_energy_ha": -399.68601,
  "homo_lumo_gap_ev": 10.406
}



[3]
{
  "formula": "C5H7NO2",
  "method": "the ωB97M-V functional and the def2-TZVPD basis",
  "species": ["C", "C", "O", "C", "C", "N", "C", "O", "H", "H", "H", "H", "H", "H", "H"],
  "coordinates": [[-0.071, 0.973, 1.233], [-0.507, -0.506, 1.424], [-1.894, -0.627, 1.304], [0.070, -1.406, 0.368], [0.212, -0.874, -0.771], [0.663, -0.323, -1.778], [1.059, 0.393, -2.924], [1.646, -0.125, -3.804], [-0.748, 1.430, 0.493], [0.971, 1.149, 1.029], [-0.302, 1.460, 2.265], [-0.259, -0.820, 2.406], [-2.139, 0.210, 0.929], [0.472, -2.368, 0.613], [0.828, 1.432, -2.789]],
  "atomic_forces_ev_per_a": [[-1.651, 0.243, 2.653], [0.540, 0.408, -1.119], [-0.961, 0.314, 0.673], [0.156, -0.701, 2.615], [3.024, 2.025, -5.222], [-1.421, -0.456, 1.340], [-0.861, -1.290, 2.691], [0.784, -0.352, -1.643], [0.562, 0.103, 0.026], [0.266, -0.143, -0.290], [0.354, -0.427, -1.849], [0.599, -0.512, 0.821], [-0.958, 0.385, -0.302], [-0.220, -0.454, -0.168], [-0.213, 0.858, -0.228]],
  "lowdin_charge": [-0.04, -0.44, -0.02, -0.05, -0.08, 0.19, -0.34, 0.08, 0.08, 0.08, 0.12, 0.12, 0.07, 0.12, 0.12],
  "e_above_lowest_ev": 2.977,
  "total_energy_ha": -399.85615,
  "homo_lumo_gap_ev": 9.315
}



[4]
{
  "formula": "C5H7NO2",
  "method": "the ωB97M-V functional and the def2-TZVPD basis",
  "species": ["C", "C", "C", "C", "C", "H", "H", "H", "H", "H", "H", "H", "N", "O", "O"],
  "coordinates": [[-2.031, -0.901, -0.098], [-1.400, 0.354, -0.354], [-0.281, 1.066, -0.006], [0.891, 0.655, 0.520], [2.630, -0.434, -0.415], [-2.662, -0.782, 1.108], [-1.164, -1.581, 0.145], [-2.550, -1.332, -1.052], [-2.187, 1.024, -0.623], [-0.736, 2.264, -0.055], [1.087, 1.156, 1.535], [3.464, -0.256, -1.301], [1.930, -1.378, 0.036], [2.218, 0.804, -0.115], [0.790, -0.660, 0.676]],
  "atomic_forces_ev_per_a": [[0.543, -3.708, 2.371], [0.360, 3.159, 0.810], [-7.864, 5.202, -3.911], [5.431, 0.935, 4.324], [1.438, 2.353, -2.705], [1.388, -0.484, -4.220], [-1.411, -0.041, -0.110], [0.213, 0.899, 2.266], [-0.331, 0.815, -0.578], [2.651, -3.190, 0.169], [-0.316, -0.275, -1.022], [-1.838, -1.723, 2.828], [-0.800, -0.290, 0.122], [-0.872, 1.212, -0.753], [1.408, -4.864, 0.410]],
  "lowdin_charge": [-0.13, -0.21, -0.07, -0.46, -0.23, 0.20, 0.06, 0.11, 0.07, 0.19, 0.18, 0.21, 0.15, 0.00, -0.08],
  "e_above_lowest_ev": 6.632,
  "total_energy_ha": -399.72183,
  "homo_lumo_gap_ev": 9.818
}



[5]
{
  "formula": "C5H7NO2",
  "method": "the ωB97M-V functional and the def2-TZVPD basis",
  "species": ["C", "O", "C", "O", "C", "C", "N", "C", "H", "H", "H", "H", "H", "H", "H"],
  "coordinates": [[1.317, -0.449, 0.635], [0.836, -1.064, -0.548], [-0.451, -0.870, -0.647], [-0.885, -0.834, 0.757], [0.079, -0.012, 1.265], [-0.449, 1.207, 0.272], [0.185, 1.593, -0.862], [-0.919, 0.506, -0.889], [2.021, 0.338, 0.231], [2.046, -1.309, 1.104], [-0.913, -1.751, -1.171], [-0.003, 0.288, 2.390], [-0.911, 2.204, 0.624], [1.221, 1.151, -1.158], [-1.826, 0.818, -1.478]],
  "atomic_forces_ev_per_a": [[5.064, -2.217, -0.273], [3.306, -0.861, -1.182], [-3.999, -1.321, 1.282], [-1.479, -4.997, 1.623], [-1.809, 4.324, 0.528], [-0.254, 3.062, 4.365], [4.410, -1.490, -4.978], [-0.222, 3.299, -3.060], [-0.661, -0.373, 1.311], [-2.022, 2.204, -0.414], [0.068, 1.195, 0.425], [0.187, -1.044, -2.216], [0.018, -2.196, 0.587], [-3.677, 1.193, 1.229], [1.069, -0.780, 0.774]],
  "lowdin_charge": [-0.15, -0.04, -0.33, -0.05, -0.23, -0.30, 0.04, -0.14, 0.13, 0.18, 0.19, 0.19, 0.17, 0.17, 0.16],
  "e_above_lowest_ev": 4.976,
  "total_energy_ha": -399.78271,
  "homo_lumo_gap_ev": 9.595
}



[6]
{
  "formula": "C5H7NO2",
  "method": "the ωB97M-V functional and the def2-TZVPD basis",
  "species": ["N", "C", "C", "C", "O", "C", "C", "O", "H", "H", "H", "H", "H", "H", "H"],
  "coordinates": [[2.260, -0.044, 0.561], [1.357, -0.555, -0.366], [-0.166, -0.303, -0.125], [-1.095, -1.306, -0.115], [-2.376, -0.879, 0.147], [-2.271, 0.516, 0.325], [-1.011, 0.928, -0.069], [-0.463, 2.068, -0.119], [2.427, 1.005, 0.575], [1.788, -0.313, 1.451], [1.647, -1.681, -0.544], [1.695, -0.163, -1.339], [-0.949, -2.422, -0.069], [-3.223, 1.124, 0.514], [0.380, 2.027, -0.828]],
  "atomic_forces_ev_per_a": [[0.512, 1.452, 3.385], [-0.850, -1.172, -3.196], [-1.102, -1.310, -1.298], [0.097, -1.047, 1.066], [1.331, 1.148, 0.481], [-0.584, 0.924, -1.428], [-0.745, -6.030, 1.710], [4.731, 4.857, -3.090], [-0.688, -1.852, -0.148], [1.273, 0.785, -0.220], [-1.311, 1.743, 0.652], [-0.576, 0.138, -0.154], [-0.290, 1.482, -0.317], [1.651, -1.330, -0.384], [-3.449, 0.212, 2.941]],
  "lowdin_charge": [-0.04, -0.31, -0.12, -0.10, -0.04, -0.03, -0.39, 0.05, 0.10, 0.10, 0.15, 0.10, 0.15, 0.15, 0.23],
  "e_above_lowest_ev": 2.907,
  "total_energy_ha": -399.85873,
  "homo_lumo_gap_ev": 8.718
}



[7]
{
  "formula": "C5H7NO2",
  "method": "the ωB97M-V functional and the def2-TZVPD basis",
  "species": ["C", "C", "C", "C", "C", "H", "H", "H", "H", "H", "H", "H", "N", "O", "O"],
  "coordinates": [[2.307, -0.232, -0.318], [1.191, 0.786, -0.168], [-0.406, -0.738, 0.658], [-1.169, 0.448, 0.050], [-2.557, 0.130, -0.358], [1.874, -1.306, -1.173], [3.320, 0.330, -0.864], [2.570, -0.567, 0.897], [-0.664, -1.721, 0.621], [-0.150, -0.539, 1.776], [-1.164, 1.450, 0.522], [-2.756, -0.815, -1.108], [-0.077, 0.014, -0.595], [1.197, 1.923, 0.152], [-3.516, 0.836, -0.090]],
  "atomic_forces_ev_per_a": [[2.443, -1.477, -0.545], [-1.114, -2.406, -2.120], [-0.050, 3.324, 2.184], [-3.756, 0.989, 2.383], [-2.099, -0.521, -2.696], [1.567, 3.621, 3.215], [-3.005, -1.819, 1.861], [-0.485, 0.633, -3.929], [-1.201, -2.529, -0.998], [0.711, 0.419, -2.345], [0.287, -0.681, 0.173], [0.771, 1.651, 1.764], [4.393, -0.474, 0.686], [0.091, 0.300, 0.254], [1.444, -1.028, 0.114]],
  "lowdin_charge": [-0.07, -0.52, -0.06, -0.32, -0.22, 0.20, 0.13, 0.14, 0.06, 0.16, 0.16, 0.17, 0.01, 0.13, 0.03],
  "e_above_lowest_ev": 5.043,
  "total_energy_ha": -399.78024,
  "homo_lumo_gap_ev": 10.379
}



[8]
{
  "formula": "C5H7NO2",
  "method": "the ωB97M-V functional and the def2-TZVPD basis",
  "species": ["C", "C", "C", "C", "C", "H", "H", "H", "H", "H", "H", "H", "N", "O", "O"],
  "coordinates": [[0.392, -0.079, 1.068], [1.008, 0.500, 0.082], [0.483, 0.352, -1.301], [-0.761, -0.684, -1.335], [-1.633, -0.022, -0.057], [2.073, -0.941, 2.692], [0.157, -0.713, 2.944], [1.685, 1.406, 0.104], [-0.422, -1.886, -1.080], [-1.021, -0.537, -2.427], [-2.678, -0.319, 0.106], [-1.756, 1.107, 0.137], [0.752, -0.314, 2.312], [0.940, 0.826, -2.350], [-0.970, -0.366, 1.174]],
  "atomic_forces_ev_per_a": [[-3.537, -1.281, 3.460], [1.799, 3.579, -5.007], [-0.007, -1.725, -0.281], [1.180, 0.591, 1.137], [-0.704, 0.421, -0.150], [-4.838, 2.570, -1.894], [-2.050, -1.074, 1.418], [-0.042, -1.857, 0.799], [-1.111, 3.680, -0.607], [-0.800, -0.523, 1.545], [0.431, -0.713, -0.534], [0.725, -1.116, -1.856], [9.101, -1.032, 2.395], [-0.889, -0.550, 2.248], [0.743, -0.970, -2.674]],
  "lowdin_charge": [-0.48, -0.02, -0.42, -0.03, -0.14, 0.32, 0.03, 0.15, 0.18, 0.11, 0.11, 0.15, 0.12, 0.02, -0.08],
  "e_above_lowest_ev": 5.380,
  "total_energy_ha": -399.76784,
  "homo_lumo_gap_ev": 8.368
}